Record 1
{
  "formula": "C5H8N",
  "method": "ωB97M-V with the def2-TZVPD basis set",
  "elements": ["C", "C", "C", "C", "C", "N", "H", "H", "H", "H", "H", "H", "H", "H"],
  "positions_angstrom": [[-1.37311, -0.53420, -0.00385], [-2.52147, -1.09842, 0.09424], [0.42815, -0.50357, 0.44962], [1.22457, -1.56487, -0.14379], [-0.51428, 1.87738, 0.10666], [-0.32498, 0.47158, -0.35539], [0.75879, -0.27167, 1.38921], [1.36138, -2.15493, 0.78134], [2.30054, -1.21138, -0.34030], [0.68860, -1.98012, -0.95064], [-1.01771, 1.82888, 1.09926], [0.46062, 2.34455, -0.14425], [-1.31849, 2.29415, -0.59874], [-0.15261, 0.50260, -1.38337]],
  "atomic_forces_ev_per_a": [[4.1, 1.2, 0.9], [0.1, 0.0, 0.1], [-3.3, -0.1, -3.4], [1.8, 0.8, 1.5], [-1.7, 0.3, -1.3], [-1.1, -1.1, -0.5], [-0.3, 1.5, 2.5], [-0.1, -0.9, -1.0], [-1.5, -0.3, -0.2], [0.1, -1.1, -1.0], [1.2, 0.4, -0.4], [-0.7, 0.2, 1.1], [1.2, -0.4, 1.0], [0.2, -0.5, 0.8]],
  "homo_lumo_gap_ev": 8.934,
  "spin_multiplicity": 1,
  "charge": 1,
  "mol_weight_g_mol": 82.13,
  "relative_energy_ev": 7.765,
  "e_homo_ev": -15.3,
  "energy_ev": -6790.3232,
  "largest_force_ev_per_a": 4.7,
  "e_lumo_ev": -6.36
}

Record 2
{
  "formula": "C5H8N",
  "method": "ωB97M-V with the def2-TZVPD basis set",
  "elements": ["C", "C", "C", "C", "C", "N", "H", "H", "H", "H", "H", "H", "H", "H"],
  "positions_angstrom": [[1.06070, 0.90410, -0.12138], [0.33827, 1.30312, -1.37566], [-0.30836, 1.54178, -0.11149], [0.48152, -0.52514, -0.14209], [0.09238, -1.15217, 1.16136], [-0.55261, 0.28625, -0.81597], [1.98977, 1.25349, 0.29931], [0.45611, 1.69839, -2.35677], [-0.94094, 2.22344, 0.40676], [0.96810, -1.22468, -0.82269], [-0.67097, -1.91355, 0.99966], [-0.29217, -0.41358, 1.86125], [0.95383, -1.64944, 1.60206], [-2.39868, -0.66553, -2.10224]],
  "atomic_forces_ev_per_a": [[-0.4, 0.2, -0.4], [0.3, 0.6, 0.2], [0.4, 0.6, 0.0], [0.3, -1.6, 0.7], [-0.1, 0.0, -0.1], [-1.0, -0.9, -0.7], [0.2, 0.1, 0.1], [0.0, 0.1, -0.4], [-0.3, 0.2, 0.1], [0.0, 0.2, -0.1], [0.0, 0.0, 0.0], [0.0, 0.0, 0.1], [0.1, 0.0, 0.0], [0.6, 0.4, 0.5]],
  "homo_lumo_gap_ev": [7.415, 11.652],
  "spin_multiplicity": 1,
  "charge": 1,
  "mol_weight_g_mol": 82.13,
  "relative_energy_ev": 8.758,
  "e_homo_ev": [-15.6, -16.1],
  "energy_ev": -6789.3302,
  "largest_force_ev_per_a": 1.8,
  "e_lumo_ev": [-8.17, -4.42]
}

Record 3
{
  "formula": "C5H8N",
  "method": "ωB97M-V with the def2-TZVPD basis set",
  "elements": ["C", "C", "C", "C", "C", "N", "H", "H", "H", "H", "H", "H", "H", "H"],
  "positions_angstrom": [[-0.43215, -1.48013, 0.56883], [-0.97838, -0.32316, 0.44467], [1.63284, 0.30114, 0.61966], [1.17736, 0.16925, -0.80437], [-1.97576, 0.60525, -0.05376], [0.44256, -0.32856, 0.29441], [-0.18542, -3.13302, 0.57913], [2.37679, -0.38938, 0.97168], [1.71295, 1.34397, 0.85373], [0.73657, 0.95227, -1.32248], [1.89969, -0.35852, -1.40849], [-2.74952, 1.07531, 0.56983], [-2.37823, 0.11144, -0.95203], [-1.27930, 1.45414, -0.36082]],
  "atomic_forces_ev_per_a": [[1.0, -4.9, 0.4], [-1.7, -1.1, 0.9], [1.5, 1.8, 0.3], [2.5, -1.4, -0.6], [1.0, 1.8, -0.9], [-0.8, -1.3, -1.0], [-0.9, 5.1, 0.0], [0.4, 0.1, 0.0], [-0.5, 0.2, 1.3], [-0.7, 1.7, -0.5], [-0.7, -1.1, -0.2], [0.4, -0.8, 0.1], [-0.2, 0.5, 0.3], [-1.4, -0.6, -0.1]],
  "homo_lumo_gap_ev": [10.139, 10.140],
  "spin_multiplicity": 1,
  "charge": 1,
  "mol_weight_g_mol": 82.13,
  "relative_energy_ev": 7.674,
  "e_homo_ev": [-15.0, -15.0],
  "energy_ev": -6790.4146,
  "largest_force_ev_per_a": 5.2,
  "e_lumo_ev": [-4.90, -4.90]
}

Record 4
{
  "formula": "C5H8N",
  "method": "ωB97M-V with the def2-TZVPD basis set",
  "elements": ["C", "C", "C", "C", "C", "N", "H", "H", "H", "H", "H", "H", "H", "H"],
  "positions_angstrom": [[0.68968, 0.66475, 0.01218], [1.86849, 0.43387, 0.09698], [-2.41268, -0.03662, -0.75490], [-1.82337, 1.01636, 0.02919], [3.27669, 0.18313, -0.01493], [-2.60143, 0.01023, 0.70905], [-0.45902, 0.80186, -0.22175], [-3.14832, 0.02059, -1.53231], [-1.68483, -0.70697, -1.11123], [3.46564, -0.88554, 0.17281], [3.78301, 0.82377, 0.60476], [3.55129, 0.35572, -1.14755], [-3.52399, 0.33478, 1.10402], [-2.28911, -0.78925, 1.22056]],
  "atomic_forces_ev_per_a": [[-1.7, -0.5, -0.4], [-1.3, 0.1, -0.4], [-0.1, 0.1, -0.2], [-0.8, 2.5, -0.4], [-0.6, -1.7, -3.6], [-2.7, -1.4, 0.1], [3.7, 0.3, 0.5], [-1.0, 0.7, 0.2], [1.0, -1.4, 0.2], [0.2, 0.5, 0.2], [1.7, 1.3, 1.4], [-0.3, -0.1, 2.3], [1.1, 0.0, -0.5], [0.8, -0.5, 0.6]],
  "homo_lumo_gap_ev": [6.914, 6.914],
  "spin_multiplicity": 1,
  "charge": 1,
  "mol_weight_g_mol": 82.13,
  "relative_energy_ev": 8.876,
  "e_homo_ev": [-13.7, -13.7],
  "energy_ev": -6789.2122,
  "largest_force_ev_per_a": 4.0,
  "e_lumo_ev": [-6.82, -6.82]
}

Please write out number 4 again, unchanged.
{
  "formula": "C5H8N",
  "method": "ωB97M-V with the def2-TZVPD basis set",
  "elements": ["C", "C", "C", "C", "C", "N", "H", "H", "H", "H", "H", "H", "H", "H"],
  "positions_angstrom": [[0.68968, 0.66475, 0.01218], [1.86849, 0.43387, 0.09698], [-2.41268, -0.03662, -0.75490], [-1.82337, 1.01636, 0.02919], [3.27669, 0.18313, -0.01493], [-2.60143, 0.01023, 0.70905], [-0.45902, 0.80186, -0.22175], [-3.14832, 0.02059, -1.53231], [-1.68483, -0.70697, -1.11123], [3.46564, -0.88554, 0.17281], [3.78301, 0.82377, 0.60476], [3.55129, 0.35572, -1.14755], [-3.52399, 0.33478, 1.10402], [-2.28911, -0.78925, 1.22056]],
  "atomic_forces_ev_per_a": [[-1.7, -0.5, -0.4], [-1.3, 0.1, -0.4], [-0.1, 0.1, -0.2], [-0.8, 2.5, -0.4], [-0.6, -1.7, -3.6], [-2.7, -1.4, 0.1], [3.7, 0.3, 0.5], [-1.0, 0.7, 0.2], [1.0, -1.4, 0.2], [0.2, 0.5, 0.2], [1.7, 1.3, 1.4], [-0.3, -0.1, 2.3], [1.1, 0.0, -0.5], [0.8, -0.5, 0.6]],
  "homo_lumo_gap_ev": [6.914, 6.914],
  "spin_multiplicity": 1,
  "charge": 1,
  "mol_weight_g_mol": 82.13,
  "relative_energy_ev": 8.876,
  "e_homo_ev": [-13.7, -13.7],
  "energy_ev": -6789.2122,
  "largest_force_ev_per_a": 4.0,
  "e_lumo_ev": [-6.82, -6.82]
}

Look up the charge of the first one. +1